# 1
The following is a DFT calculation (ωB97M-V with the def2-TZVPD basis set) of C31H51AsFeI2N2O7S3SbSi3 as an isolated structure.

Positions of all 102 atoms, in Å:
Fe -0.73987 -0.65549 0.84605
I -7.74318 1.33051 3.69348
C -5.76335 1.00106 3.09831
C -4.81812 0.62491 4.03400
C -3.51772 0.42896 3.60683
I -2.06658 -0.07893 5.01284
C -3.09499 0.58120 2.26887
O -1.84126 0.46946 1.95387
C -4.09582 0.97807 1.34370
C -3.81843 1.17013 -0.13713
N -2.52504 1.72861 -0.49372
C -2.34287 3.15955 -0.28584
C -1.81042 3.47404 1.09826
C -2.65074 3.88234 2.12738
C -2.12810 4.04496 3.39877
C -0.77767 3.81271 3.59623
C -0.00892 3.45126 2.50101
N -0.50216 3.28919 1.27905
C -5.39839 1.17603 1.77262
H -5.07924 0.49270 5.07447
H -4.63800 1.79584 -0.53418
H -3.90740 0.20336 -0.63305
H -2.27204 1.44063 -1.42723
H -3.27637 3.72280 -0.45394
H -1.60501 3.51644 -1.00519
H -3.70668 4.02615 1.93766
H -2.77036 4.32513 4.22477
H -0.32584 3.90247 4.57511
H 1.05504 3.27311 2.61264
H -6.14255 1.48265 1.04659
O -2.73488 -2.14806 0.97531
S -2.73792 -2.34472 -0.46628
O -4.04013 -2.39104 -1.08854
O -1.82028 -1.36289 -1.08204
C -2.00216 -3.95957 -0.77735
C -2.79156 -4.85187 -1.48966
C -2.33539 -6.12539 -1.79754
C -1.07266 -6.51821 -1.39262
C -0.27402 -5.63650 -0.67922
C -0.72249 -4.36158 -0.36159
S 0.42178 -3.35062 0.58813
O -0.25003 -3.00752 1.83293
O 1.62528 -4.14386 0.73401
O 0.63377 -2.12905 -0.21087
H -3.77265 -4.52145 -1.79911
H -2.97075 -6.80224 -2.35481
H -0.70107 -7.50785 -1.62726
H 0.71615 -5.92347 -0.35551
C 1.91672 3.14609 -4.24614
Si 0.69775 2.76996 -2.85661
C -0.99453 2.75941 -3.71257
C 0.84729 4.23771 -1.68548
Sb 0.84648 0.61037 -1.46234
Si 1.26449 -1.09589 -3.35253
C -0.34007 -1.91791 -3.86275
C 1.92438 -0.29493 -4.93313
C 2.52714 -2.40442 -2.87184
Si 3.32619 0.86944 -0.82450
C 3.99332 -0.73857 -0.11762
C 4.46369 1.33775 -2.25960
C 3.53291 2.26714 0.41908
H 1.57805 4.09996 -4.66795
H 1.92122 2.41014 -5.04713
H 2.93869 3.28703 -3.89535
H -1.44362 3.75640 -3.69712
H -1.70486 2.06371 -3.26432
H -0.87616 2.46765 -4.75952
H 0.23605 5.07157 -2.04648
H 1.88535 4.58048 -1.65387
H 0.52527 4.00037 -0.67071
H -0.96233 -1.21819 -4.42693
H -0.91632 -2.26670 -3.00926
H -0.10962 -2.76710 -4.51439
H 1.17094 0.33960 -5.40398
H 2.15534 -1.10616 -5.63269
H 2.83108 0.29281 -4.78954
H 2.46555 -2.69586 -1.82496
H 3.54018 -2.05722 -3.09136
H 2.33885 -3.29144 -3.48495
H 4.27236 -1.42846 -0.91468
H 3.25478 -1.23129 0.51481
H 4.88990 -0.52323 0.47378
H 4.32898 0.72872 -3.15395
H 5.49773 1.21373 -1.91982
H 4.33248 2.38630 -2.53229
H 3.13197 2.00466 1.39784
H 3.03029 3.17475 0.07661
H 4.60057 2.49003 0.51940
C 1.85275 -0.65770 5.53175
As 2.10283 -1.28783 3.71906
C 1.65979 -3.15435 3.83632
C 4.02448 -1.28225 3.50550
S 1.30425 0.01300 2.27793
H 2.67051 -1.02362 6.15306
H 0.90698 -1.03722 5.90934
H 1.83173 0.42961 5.52697
H 2.25086 -3.55274 4.66248
H 1.89714 -3.65397 2.89888
H 0.59395 -3.25871 4.02264
H 4.50007 -1.84700 4.30747
H 4.36908 -0.24981 3.51194
H 4.25822 -1.72982 2.54129

Calculated values
Maximum force, eV/A: 0.54
E_LUMO (spin up / spin down), eV: 2.10 / 2.10
Multiplicity: 5
Net charge: -1
ΔE to the lowest compared entry with this formula, charge and spin, kJ/mol: 43.6
Frontier orbital gap (spin up / spin down), eV: 7.068 / 7.140
Expectation value of S²: 6.009

=====

# 2
The following is a DFT calculation (ωB97M-V with the def2-TZVPD basis set) of a 2-piece molecular cluster, C31H51BrN5O3 overall at a distorted geometry.

Positions of all 91 atoms, in Å:
C 2.45560 2.43606 2.26280
C 3.51887 1.27280 1.87334
N 4.79205 1.59338 1.92785
C 2.89746 -0.15855 1.51135
N 2.55303 -0.40194 0.09241
C 1.68292 0.62493 -0.54694
C 0.15320 0.26761 -0.20084
C -0.45592 0.38930 1.23652
C -1.91219 0.00257 1.57331
C -2.89630 -0.55717 0.48408
C -2.31375 -0.66199 -0.95553
C -0.83019 -0.26793 -1.30469
C -0.41987 -0.45488 -2.84679
C 3.66201 -0.85241 -0.73872
N 4.96624 -0.20925 -0.91802
C 4.86560 1.20900 -1.36959
C 4.22704 1.40231 -2.83371
C 5.42378 1.62166 -3.87810
Br 3.17996 3.12973 -2.74698
N 3.45171 -1.96286 -1.47018
C 2.16078 -2.75810 -1.42417
C 2.20560 -3.98431 -0.37260
C 1.99059 -3.56663 1.15832
C 2.05868 -4.85732 2.15329
C 0.57062 -2.86104 1.46283
C 4.49129 -2.51549 -2.40078
C 5.33508 -3.74791 -1.93698
C 6.37341 -4.31675 -2.96597
C 6.45082 -3.60015 -4.33606
N 5.71050 -2.46207 -4.77469
C 4.76724 -1.97769 -3.82463
H 1.49794 2.37422 1.64281
H 2.16382 2.31385 3.37664
H 2.91843 3.47280 2.17120
H 5.32279 0.73762 1.68929
H 3.69795 -0.94355 1.80681
H 2.02404 -0.34942 2.24229
H 1.77303 0.47076 -1.69183
H 1.96194 1.71264 -0.35872
H 0.18047 0.78151 2.11177
H -2.34461 0.06295 2.63968
H -3.96899 -0.87513 0.73330
H -3.01813 -1.07669 -1.76695
H 0.60552 -0.95541 -2.99074
H -1.16986 -1.11978 -3.41744
H -0.33349 0.57010 -3.37756
H 5.59845 -0.33889 -0.11805
H 5.94970 1.60669 -1.43421
H 4.31856 1.91192 -0.65661
H 3.46473 0.61112 -3.13626
H 5.12637 1.46430 -4.97744
H 5.73087 2.73542 -3.80594
H 6.38412 1.03863 -3.60151
H 1.23144 -2.10861 -1.31565
H 2.07847 -3.25380 -2.46688
H 3.14306 -4.62567 -0.52816
H 1.31530 -4.67476 -0.64490
H 2.89264 -2.91949 1.45782
H 1.92324 -4.46824 3.23429
H 1.17896 -5.57192 1.93407
H 3.06823 -5.38861 2.12301
H -0.13505 -3.70764 1.81809
H 0.10799 -2.46836 0.49227
H 0.61939 -2.09080 2.30096
H 5.22615 -4.26876 -0.93231
H 7.01777 -5.23311 -2.74593
H 7.20050 -4.04171 -5.09297
H 4.12456 -1.07936 -4.15606
C -7.28881 -0.06719 1.13562
O -7.14262 1.12917 1.87540
C -5.81485 1.63984 1.81962
C -5.81008 3.14436 2.06199
O -6.20387 3.90231 0.91717
C -7.59686 3.87309 0.59527
C -8.45146 4.68128 1.56437
O -8.69464 3.93388 2.75373
C -8.99015 4.76505 3.86033
H -6.64946 -0.85511 1.54687
H -8.33079 -0.38364 1.20118
H -7.04835 0.10453 0.08076
H -5.36187 1.42882 0.84244
H -5.23619 1.13841 2.60518
H -4.77907 3.44807 2.26828
H -6.40016 3.41985 2.93820
H -7.95652 2.84875 0.48879
H -7.67345 4.34016 -0.39092
H -9.42372 4.89751 1.10667
H -7.94411 5.62155 1.80417
H -8.15242 5.44007 4.06483
H -9.13969 4.12899 4.73443
H -9.90306 5.34053 3.67731

Calculated values
Maximum force, eV/A: 5.22
E_LUMO, eV: -3.98
Net charge: +1
Frontier orbital gap, eV: 6.526

=====

# 3
The following is a DFT calculation (ωB97M-V with the def2-TZVPD basis set) of C31H52BBrCaCl2InN2O7 as an isolated structure at a distorted geometry.

Positions of all 98 atoms, in Å:
C -0.82322 -3.00184 -0.30481
C -0.34665 -2.20683 0.98291
B -0.00937 -0.64732 0.62089
O 1.16423 -0.40939 -0.15567
In -1.43015 0.94765 1.44467
C -0.96969 1.06908 3.69853
C -1.05465 -0.42519 4.25421
C -1.05311 -0.35645 5.84058
Br 0.70240 0.36617 6.41535
C -3.55423 0.20588 1.29899
C -4.31804 0.61062 -0.02371
C -5.88569 0.64885 0.31879
C -6.65787 -0.60192 -0.29692
C -6.64583 -0.55334 -1.87637
C -6.48615 -1.94258 -2.59170
C -5.38740 -2.87980 -1.96950
C -4.98973 -4.09029 -2.87925
O -4.14924 -3.55172 -3.94029
C -2.96117 -4.28479 -3.98939
C -1.63170 -3.49275 -3.77368
O -2.94236 -5.47112 -4.19088
C -1.08301 3.01692 0.62822
C 0.20726 3.01923 -0.31616
C 0.81872 4.46386 -0.53315
N 2.30156 4.46133 -0.61972
C 2.80364 4.62381 -1.99466
C 3.00722 3.17413 -2.58843
C 1.86332 2.57318 -3.25677
C 1.86956 1.23528 -3.81665
C 3.10716 0.46085 -3.69138
C 4.26409 1.07072 -3.06350
C 4.24854 2.42525 -2.50205
O 5.35669 3.01767 -1.89116
H -1.94790 -2.93775 -0.35844
H -0.39099 -2.46780 -1.19933
H -0.52345 -4.08172 -0.31131
H 0.56601 -2.74635 1.42066
H -1.14088 -2.28530 1.78113
H 1.90349 -0.79210 0.36202
H -1.79100 1.70404 4.11886
H 0.04716 1.51889 3.77958
H -0.19769 -0.99580 3.82137
H -2.01695 -0.85046 3.85905
H -1.89407 0.33357 6.12130
H -1.25712 -1.37089 6.26922
H -3.49862 -0.92523 1.31411
H -4.09720 0.56468 2.21176
H -4.20923 -0.20108 -0.79276
H -4.06590 1.62589 -0.41728
H -6.38757 1.58738 -0.05893
H -6.09240 0.61236 1.41830
H -6.32826 -1.56895 0.15400
H -7.73134 -0.46033 0.03045
H -7.65305 -0.15042 -2.19057
H -5.90502 0.21700 -2.21640
H -6.14879 -1.71890 -3.64922
H -7.45122 -2.51020 -2.71762
H -4.49023 -2.31017 -1.61497
H -5.84442 -3.33018 -1.03745
H -4.42843 -4.86425 -2.27503
H -5.90738 -4.54537 -3.35009
H -1.01994 -4.09672 -3.05250
H -1.11374 -3.41167 -4.76088
H -1.86345 -2.48250 -3.34370
H -0.96625 3.77874 1.45545
H -1.94792 3.32857 -0.01728
H -0.16837 2.61902 -1.30276
H 1.00540 2.32952 0.06556
H 0.33195 4.91071 -1.44615
H 0.49297 5.11072 0.33123
H 2.70223 5.16985 -0.00354
H 2.10657 5.19852 -2.66354
H 3.79390 5.16018 -2.03808
H 0.91333 3.16152 -3.32146
H 0.93931 0.84092 -4.28160
H 3.10412 -0.57968 -4.09384
H 5.20696 0.47865 -2.99883
H 6.02911 3.26188 -2.54860
N 6.27995 2.85297 0.89207
C 6.14103 1.56043 1.31301
C 6.98020 1.36934 2.38215
C 7.64747 2.59787 2.61860
C 7.19183 3.49483 1.68456
H 5.78500 3.26738 0.11705
H 5.45967 0.88857 0.81602
H 7.09994 0.44949 2.93359
H 8.37786 2.80192 3.38614
H 7.43851 4.53102 1.51563
C 2.22630 -3.38292 4.13994
Cl 2.42616 -1.93719 3.14278
Cl 0.62493 -4.10420 3.93094
H 2.97924 -4.11253 3.85514
H 2.35331 -3.10768 5.18348
Ca -6.47616 -6.05007 -3.75668
C 9.33128 -1.61357 2.57960
O 8.54593 -1.80666 3.50312
O 9.30108 -2.20058 1.47109
O 10.28758 -0.80237 2.60256

Calculated values
Maximum force, eV/A: 5.04
E_LUMO, eV: -2.91
Net charge: -1
Frontier orbital gap, eV: 0.836